This record from the OMol25 dataset describes C35H53BaN4OP2 as an isolated structure in a non-equilibrium geometry. The level of theory is ωB97M-V with the def2-TZVPD basis set.

The energy relative to the best compared isomer or geometry (same formula, charge and spin) is 1.371 eV. The charge is +1. As for the calculated total energy: -64429.3871 eV. The spin multiplicity is 1. As for the HOMO-LUMO gap (alpha / beta): 5.51 / 5.51 eV.

Last column: Mulliken charge in e.
Element x y z (Å)
1 C -2.908 0.181 -0.645  -0.4358
2 C -2.116 -0.729 1.356  -1.0899
3 C -4.195 -0.326 -0.473  -0.7844
4 C -3.380 -1.410 1.483  -0.9893
5 C -4.423 -1.174 0.601  -0.9428
6 H -4.969 -0.068 -1.195  0.5103
7 H -3.461 -2.145 2.286  0.4752
8 H -5.411 -1.568 0.755  0.4511
9 N -1.886 0.034 0.222  1.4529
10 P -1.043 0.909 -2.794  0.7719
11 P 0.199 0.269 2.795  0.1877
12 C -2.731 0.911 -1.998  -0.8909
13 H -3.398 0.400 -2.713  0.3166
14 H -3.100 1.948 -1.917  0.8232
15 C -1.163 -0.837 2.423  -0.3783
16 H -1.151 -1.853 2.865  0.6085
17 C 1.875 -0.765 3.266  2.3173
18 C -0.837 1.014 4.250  1.2692
19 C -1.136 -0.626 -3.930  1.5543
20 C -0.985 2.595 -3.662  1.4559
21 C 2.991 -0.638 2.197  -1.5767
22 H 3.321 0.405 2.023  0.0954
23 H 3.870 -1.195 2.574  0.5529
24 H 2.721 -1.108 1.235  0.1820
25 C 2.408 -0.171 4.583  -1.8348
26 H 2.675 0.892 4.456  0.2485
27 H 1.691 -0.264 5.412  0.3015
28 H 3.330 -0.703 4.872  0.5286
29 C 1.493 -2.242 3.401  -1.8720
30 H 2.377 -2.824 3.712  0.5028
31 H 0.721 -2.403 4.164  0.2910
32 H 1.141 -2.661 2.445  0.3004
33 C -0.061 2.163 4.902  -1.4830
34 H 0.160 2.963 4.183  0.1731
35 H -0.657 2.601 5.717  0.4945
36 H 0.891 1.832 5.330  0.2977
37 C -2.178 1.540 3.680  -1.3261
38 H -2.057 2.068 2.728  -0.2732
39 H -2.899 0.728 3.524  0.3019
40 H -2.638 2.259 4.375  0.5698
41 C -1.099 -0.170 5.188  -1.4759
42 H -1.328 -1.081 4.621  0.2707
43 H -0.251 -0.408 5.840  0.3118
44 H -1.985 0.027 5.806  0.4445
45 C 0.329 2.741 -4.455  -1.5436
46 H 0.404 3.774 -4.831  0.3601
47 H 1.218 2.548 -3.837  0.2453
48 H 0.366 2.070 -5.324  0.2767
49 C -1.046 3.685 -2.564  -1.4414
50 H -1.934 3.590 -1.924  0.2728
51 H -0.155 3.679 -1.912  0.1552
52 H -1.090 4.671 -3.054  0.4854
53 C -2.179 2.746 -4.608  -1.6414
54 H -2.208 3.788 -4.960  0.5223
55 H -2.085 2.105 -5.492  0.2959
56 H -3.134 2.536 -4.112  0.2526
57 C -1.480 -1.825 -3.018  -1.6309
58 H -1.146 -2.765 -3.490  0.5957
59 H -0.965 -1.759 -2.053  -0.0915
60 H -2.562 -1.895 -2.832  0.2768
61 C 0.253 -0.824 -4.576  -1.6237
62 H 1.052 -0.885 -3.821  0.2030
63 H 0.262 -1.764 -5.151  0.4937
64 H 0.506 -0.014 -5.275  0.3069
65 C -2.204 -0.502 -5.026  -1.8025
66 H -3.193 -0.252 -4.620  0.3021
67 H -1.933 0.230 -5.800  0.3382
68 H -2.300 -1.480 -5.527  0.5015
69 Ba 0.897 0.932 -0.220  2.2145
70 C -0.800 3.354 1.187  0.2825
71 O -1.471 4.234 1.480  -0.1853
72 N 1.093 -1.728 -0.720  -0.2125
73 C 1.210 -2.895 -0.918  -0.2539
74 C 0.840 -4.211 -0.512  0.2668
75 C 1.540 -5.324 -0.958  -0.3625
76 C -0.150 -4.303 0.492  0.3823
77 C 1.084 -6.599 -0.612  -0.6505
78 H 2.461 -5.094 -1.496  0.4346
79 C -0.615 -5.580 0.862  -0.9756
80 H -0.536 -3.404 1.015  0.3394
81 C -0.017 -6.710 0.271  -0.3099
82 H 1.587 -7.495 -1.005  0.3850
83 H -1.438 -5.676 1.593  0.4098
84 H -0.383 -7.712 0.503  0.3874
85 C 3.288 3.576 1.274  -0.6733
86 C 3.924 2.991 0.066  -0.0120
87 N 3.468 1.998 -0.705  0.4629
88 C 4.446 1.785 -1.685  -0.7229
89 C 5.468 2.673 -1.502  -0.5377
90 N 5.121 3.425 -0.385  -0.0840
91 H 3.946 4.354 1.689  0.3960
92 H 2.315 4.025 1.017  0.1398
93 H 3.135 2.794 2.040  0.0066
94 H 4.352 1.014 -2.434  0.4087
95 H 6.381 2.831 -2.049  0.4142
96 H 5.658 4.174 0.033  0.2320

Cartesian forces (eV/Å) of the 3 atoms listed first:
C -0.5 0.1 -0.7
C 0.6 0.0 0.2
C 0.6 0.5 -0.4

=====

This record from the OMol25 dataset describes C5H10N2O2S as an isolated structure in a non-equilibrium geometry. The level of theory is ωB97M-V with the def2-TZVPD basis set.

The energy relative to the best compared isomer or geometry (same formula, charge and spin) is 4.981 eV. As for the calculated total energy: -23251.6894 eV. The spin multiplicity is 1. As for the HOMO-LUMO gap (alpha / beta): 7.19 / 7.19 eV.

Last column: Mulliken charge in e.
Element x y z (Å)
1 C 1.271 0.543 -0.208  0.6336
2 C -3.765 -0.323 0.055  -0.9403
3 C 2.468 2.431 0.499  -0.8731
4 C 1.954 -2.156 -0.199  -0.8011
5 C -2.392 -0.695 -0.510  -0.1304
6 N 1.284 1.732 0.072  -0.4305
7 N -1.448 0.022 -0.023  0.6327
8 O 0.283 -0.129 -0.593  -0.5587
9 O -1.478 0.779 0.879  -0.4741
10 S 2.819 -0.565 -0.137  -0.1354
11 H -3.975 -0.725 1.069  0.2666
12 H -3.942 0.722 0.175  0.3357
13 H -4.489 -0.691 -0.733  0.2812
14 H 2.084 3.383 0.966  0.2599
15 H 2.997 2.701 -0.438  0.2961
16 H 3.100 1.851 1.170  0.3473
17 H 0.972 -2.110 0.324  0.2092
18 H 2.641 -2.950 0.155  0.3405
19 H 1.901 -2.452 -1.168  0.3137
20 H -2.286 -1.369 -1.355  0.4271

Cartesian forces (eV/Å) of the 3 atoms listed first:
C 2.2 -1.0 0.9
C -0.6 -1.7 -1.1
C -0.8 1.2 -0.6

=====

This record from the OMol25 dataset describes a 2-piece molecular cluster, C25H31F3N3O overall. The level of theory is ωB97M-V with the def2-TZVPD basis set.

The charge is +1. As for the calculated total energy: -41093.9055 eV. The spin multiplicity is 1. As for the HOMO-LUMO gap: 6.75 eV.

Last column: Mulliken charge in e.
Element x y z (Å)
1 N 1.152 -1.696 5.337  -0.6217
2 C 1.877 -1.478 4.064  -0.8676
3 C 1.102 -1.960 2.873  0.4229
4 N 1.551 -3.115 2.313  0.1393
5 C 0.996 -3.710 1.269  -1.3792
6 C -0.134 -3.169 0.676  0.6918
7 C -0.756 -3.786 -0.464  0.9599
8 C -0.300 -5.075 -1.114  -1.1295
9 C -0.061 -6.274 -0.181  -0.6955
10 C -0.402 -7.582 -0.850  0.7342
11 F 0.502 -7.867 -1.797  -0.2662
12 F -0.373 -8.581 0.038  -0.2670
13 F -1.597 -7.582 -1.425  -0.2528
14 C -1.831 -3.140 -1.012  -0.8872
15 C -2.327 -1.937 -0.493  -1.2732
16 C -1.751 -1.334 0.586  -0.9066
17 C -0.634 -1.945 1.201  1.4480
18 C 0.018 -1.328 2.315  1.1313
19 C -0.404 0.012 2.830  -1.7707
20 C 0.398 1.186 2.171  -0.6311
21 C 1.154 0.854 0.885  -0.0309
22 C 1.711 2.105 0.242  0.2947
23 C 1.172 2.569 -0.954  -0.5483
24 C 1.681 3.698 -1.576  -0.5215
25 C 2.739 4.383 -0.995  -0.6685
26 C 3.279 3.927 0.197  -0.5200
27 C 2.770 2.795 0.818  -0.5634
28 H 1.202 -0.860 5.907  0.3092
29 H 0.164 -1.825 5.156  0.2911
30 H 2.767 -2.104 4.126  0.3741
31 H 2.176 -0.444 3.924  0.2366
32 H 2.368 -3.537 2.736  0.3322
33 H 1.482 -4.607 0.936  0.4441
34 H -1.079 -5.345 -1.818  0.5260
35 H 0.580 -4.870 -1.719  0.3976
36 H 1.001 -6.357 0.030  0.1962
37 H -0.581 -6.187 0.768  0.4827
38 H -2.337 -3.564 -1.865  0.4345
39 H -3.187 -1.470 -0.945  0.4392
40 H -2.142 -0.411 0.965  0.4066
41 H -1.461 0.179 2.682  0.4791
42 H -0.243 0.084 3.895  0.2924
43 H 1.121 1.579 2.881  0.4066
44 H -0.271 2.013 1.951  0.3268
45 H 2.005 0.204 1.083  0.2103
46 H 0.503 0.393 0.149  0.3436
47 H 0.360 2.017 -1.408  0.3726
48 H 1.262 4.043 -2.509  0.5430
49 H 3.145 5.267 -1.460  0.4096
50 H 4.107 4.439 0.661  0.3885
51 H 3.225 2.459 1.739  0.3434
52 C -1.170 6.618 -4.267  -1.3439
53 C -1.375 5.172 -3.884  0.8327
54 O -0.477 4.347 -3.969  -0.6666
55 N -2.607 4.813 -3.438  -0.1544
56 C -3.783 5.649 -3.275  -0.8356
57 H -0.146 6.745 -4.602  0.2985
58 H -1.843 6.900 -5.078  0.3840
59 H -1.345 7.271 -3.412  0.3683
60 H -2.680 3.836 -3.204  0.2196
61 H -4.107 5.639 -2.233  0.2822
62 H -4.597 5.273 -3.896  0.2917
63 H -3.572 6.672 -3.562  0.3166

Cartesian forces (eV/Å) of the 3 atoms listed first:
N -0.2 0.4 -0.4
C -0.2 -0.6 0.5
C -0.2 0.5 0.1

=====

This record from the OMol25 dataset describes C4H7NO2 as an isolated structure. The level of theory is ωB97M-V with the def2-TZVPD basis set.

The energy relative to the best compared isomer or geometry (same formula, charge and spin) is 5.362 eV. As for the calculated total energy: -9841.9177 eV. The spin multiplicity is 1. As for the HOMO-LUMO gap (alpha / beta): 7.41 / 7.73 eV.

Last column: Mulliken charge in e.
Element x y z (Å)
1 C -1.538 -0.814 0.080  -1.3033
2 C -0.323 -0.434 -0.741  0.3641
3 C 0.143 1.002 -0.483  -0.4762
4 N 1.112 0.116 1.572  -0.6865
5 C 1.514 -0.061 0.323  0.9169
6 O 2.333 0.607 -0.380  -0.6072
7 O 0.837 -1.139 -0.336  -0.4007
8 H -1.329 -0.624 1.136  0.3261
9 H -1.736 -1.882 -0.051  0.3234
10 H -2.425 -0.253 -0.238  0.3577
11 H -0.492 -0.578 -1.816  0.3508
12 H -0.333 1.585 0.298  0.3266
13 H 0.601 1.556 -1.292  0.2573
14 H 1.637 0.919 1.927  0.2511

Cartesian forces (eV/Å) of the 3 atoms listed first:
C 0.0 0.0 0.0
C -0.3 0.2 -0.1
C -0.4 0.2 -0.1

=====

This record from the OMol25 dataset describes C19H28N2O3 as an isolated structure in a non-equilibrium geometry. The level of theory is ωB97M-V with the def2-TZVPD basis set.

The energy relative to the best compared isomer or geometry (same formula, charge and spin) is 21.880 eV. As for the calculated total energy: -29260.4225 eV. The spin multiplicity is 1. As for the HOMO-LUMO gap: 8.41 eV.

Last column: Mulliken charge in e.
Element x y z (Å)
1 C 6.555 2.114 -0.165  -0.8907
2 H 7.545 2.537 -0.712  0.2056
3 O 6.223 1.209 -1.167  -0.4050
4 C 5.023 0.347 -0.840  0.6907
5 C 4.240 0.386 0.190  0.1909
6 C 3.052 -0.328 0.636  0.0597
7 C 2.656 -1.360 -0.167  0.2335
8 C 3.492 -1.391 -1.596  -1.2432
9 C 4.556 -0.586 -1.820  -0.6934
10 H 5.247 -0.787 -2.620  0.3439
11 H 3.185 -1.993 -2.149  1.0657
12 C 1.512 -2.074 -0.119  0.5742
13 O 1.852 -3.478 0.283  -0.7883
14 N 0.392 -1.619 -0.215  0.0384
15 C 0.019 -0.397 -0.832  -1.0271
16 H 0.867 0.142 -0.816  0.5986
17 C -0.731 0.192 0.446  -1.1926
18 N -1.945 -0.436 0.964  0.3705
19 C -1.430 -1.622 1.188  -0.8623
20 C -0.811 -2.439 0.266  -0.7445
21 H -0.468 -3.452 0.426  0.4731
22 H -1.545 -2.555 -0.566  0.1974
23 H -2.431 -2.172 1.603  0.3930
24 H -0.930 -1.606 2.294  0.3043
25 C -3.211 0.005 0.036  0.7116
26 C -3.210 -0.227 -1.265  -1.0564
27 C -4.732 -0.273 -1.712  -0.9352
28 C -5.275 1.407 -1.270  -0.7456
29 C -5.294 1.319 0.392  -0.7589
30 C -3.734 1.151 0.805  -1.3611
31 H -3.156 2.110 0.265  0.2205
32 H -3.731 1.226 1.695  0.8506
33 H -5.566 2.364 0.630  0.3655
34 H -5.853 0.452 0.718  0.4077
35 H -6.387 1.271 -1.550  0.3260
36 H -4.709 2.265 -1.660  0.4029
37 H -4.767 -0.144 -2.972  0.2968
38 H -5.345 -0.884 -1.035  0.4399
39 H -2.931 -1.168 -1.585  0.3530
40 H -2.805 0.671 -1.607  0.4264
41 H -3.782 -1.020 0.851  0.0850
42 H -1.226 1.401 0.264  0.1925
43 H -0.187 0.465 1.271  0.9759
44 H -0.621 -0.614 -1.589  0.4986
45 O 2.199 -0.065 1.610  -0.2033
46 C 2.818 0.716 2.683  -1.8422
47 H 2.716 1.708 2.382  0.6108
48 H 2.049 0.506 3.519  0.2153
49 H 3.681 0.653 2.998  0.8561
50 H 4.360 1.390 1.103  0.0211
51 H 6.798 1.743 0.677  0.4440
52 H 5.775 2.941 -0.167  0.3098

Cartesian forces (eV/Å) of the 3 atoms listed first:
C 0.4 5.3 -8.2
H -2.1 -0.3 1.8
O -3.9 -3.7 0.6